Computed, not measured: a single C5H10NO4PS molecule in a non-equilibrium geometry, with the ωB97M-V functional and the def2-TZVPD basis.

Atoms and positions in Å:
C (-0.4553, -0.2638, -0.1521)
C (2.7877, 0.6024, 1.5768)
C (-1.9057, -0.5571, -0.4493)
C (0.5113, -1.3172, -0.6589)
C (-2.8170, 0.6055, -0.0558)
N (-0.0660, 0.5846, 0.9184)
O (1.9996, 0.9928, -0.9621)
O (3.9752, -0.3531, -0.5654)
O (-4.1551, 0.4006, -0.4151)
O (1.7824, -1.2778, -0.0180)
P (0.1338, 1.6367, -0.3103)
S (2.6851, 0.0190, -0.1051)
H (3.2807, -0.1707, 2.1507)
H (3.3689, 1.5159, 1.5706)
H (1.7667, 0.7717, 1.9124)
H (-2.2044, -1.4473, 0.1137)
H (-2.0305, -0.7790, -1.5161)
H (0.6613, -1.2295, -1.7436)
H (0.1208, -2.3155, -0.4370)
H (-2.8070, 0.7322, 1.0275)
H (-2.4206, 1.5338, -0.5067)
H (-4.2120, 0.3158, -1.3748)

E: -1291.6718 hartree
charge: 0
HOMO energy: -8.0 eV
F_max: 0.0524 hartree/bohr
energy relative to the best compared isomer or geometry (same formula, charge and spin): 610.25 kJ/mol